Entry 1:
The molecule C3H6N2O, computed with the ωB97M-V functional and the def2-TZVPD basis.

The spin multiplicity is 1. Its charge is 0. The calculation puts the largest force on an atom at 0.5 eV Å⁻¹. The gap between HOMO and LUMO comes out at 9.706 eV. The value obtained for the highest occupied orbital energy is -9.00 eV. As for the energy above the lowest of the compared OMol25 structures with the same formula, charge and spin: 1.916 eV.

Last column: Mulliken charge in e.
CARTESIAN COORDINATES (ANGSTROEM)
C1 -1.735 -0.290 -0.505  -0.7747
N1 -0.949 0.903 -0.203  0.0511
C2 0.321 1.040 0.171  -0.5541
N2 0.992 -0.145 0.290  0.0204
C3 2.336 -0.139 0.638  0.1365
O1 2.994 -1.145 0.750  -0.5328
H1 -2.308 -0.625 0.366  0.2736
H2 -2.429 -0.065 -1.318  0.3048
H3 -1.098 -1.111 -0.843  0.2570
H4 -1.452 1.773 -0.285  0.2483
H5 0.617 -1.081 0.145  0.2093
H6 2.712 0.885 0.793  0.3606

***

Entry 2:
A structure of composition C34H46AsF22O9S5 at a distorted geometry, computed with the ωB97M-V functional and the def2-TZVPD basis.

The spin multiplicity is 1. Its charge is -1. The calculation puts the largest force on an atom at 4.7 eV Å⁻¹. The gap between HOMO and LUMO comes out at 6.929 eV. The value obtained for the highest occupied orbital energy is -6.21 eV.

Last column: Mulliken charge in e.
CARTESIAN COORDINATES (ANGSTROEM)
As1 15.801 -24.879 -6.628  2.2423
F1 14.197 -25.146 -7.331  -0.5225
F2 15.937 -26.637 -6.601  -0.5457
F3 17.449 -24.665 -6.073  -0.5283
F4 15.610 -23.147 -6.818  -0.5979
F5 15.126 -24.849 -5.038  -0.1319
F6 16.457 -24.940 -8.258  -0.5583
C1 15.635 -23.824 0.111  -1.2942
C2 15.213 -25.270 0.262  1.1535
C3 14.535 -25.473 1.639  -0.0560
F7 13.410 -24.733 1.831  -0.2660
F8 14.253 -26.763 1.918  -0.2670
F9 14.296 -25.535 -0.718  -0.2361
F10 16.270 -26.086 0.124  -0.3031
O1 16.052 -23.607 -1.225  -0.1318
C4 17.063 -22.699 -1.406  1.0363
C5 17.470 -22.787 -2.884  0.5499
F11 16.367 -22.816 -3.661  -0.2243
F12 18.381 -21.917 -3.336  -0.3201
F13 16.659 -21.449 -1.076  -0.3372
F14 18.112 -23.014 -0.613  -0.3214
H1 16.472 -23.630 0.790  0.6369
H2 14.890 -23.105 0.454  0.3735
H3 15.218 -25.119 2.422  0.2745
H4 17.900 -23.792 -2.984  -0.2610
C6 11.286 -22.223 -5.138  -1.2229
C7 10.866 -23.114 -6.342  1.1528
C8 10.976 -24.619 -6.000  0.8078
F15 10.480 -24.866 -4.761  -0.2989
F16 10.263 -25.334 -6.923  -0.2433
F17 9.554 -22.874 -6.632  -0.3669
F18 11.618 -22.715 -7.394  -0.2116
O2 12.486 -22.724 -4.595  -0.3103
C9 12.873 -22.215 -3.362  0.5733
C10 14.009 -23.154 -2.929  0.5849
F19 14.491 -22.569 -1.767  -0.3947
F20 13.634 -24.385 -2.598  -0.3489
F21 13.293 -20.954 -3.517  -0.3051
F22 11.856 -22.236 -2.495  -0.3180
H5 10.439 -22.291 -4.451  0.3700
H6 11.411 -21.215 -5.534  0.3839
H7 11.997 -25.014 -6.047  -0.3093
H8 14.846 -23.176 -3.625  0.3906
C11 16.146 -28.529 -2.799  -0.6678
S1 17.878 -28.341 -2.357  0.4801
O3 18.577 -29.335 -3.242  -0.6749
C12 18.052 -26.678 -3.161  -0.1170
H9 15.561 -27.710 -2.377  0.1673
H10 15.935 -29.445 -2.244  0.3840
H11 15.973 -28.624 -3.867  0.2301
H12 17.598 -25.995 -2.438  -0.0861
H13 17.397 -26.660 -4.033  -0.2017
H14 19.060 -26.390 -3.444  0.3806
C13 19.337 -21.441 -7.124  -0.6955
S2 19.977 -21.809 -8.814  0.3440
O4 21.179 -22.700 -8.678  -0.5800
C14 18.675 -22.987 -9.207  -0.1208
H15 19.165 -22.356 -6.546  0.0256
H16 18.370 -20.937 -7.158  0.3235
H17 20.021 -20.911 -6.460  0.4388
H18 18.809 -23.965 -8.752  -0.0811
H19 18.623 -23.155 -10.284  0.4372
H20 17.695 -22.603 -8.909  -0.1424
C15 12.193 -27.986 -6.760  -0.5292
S3 11.076 -29.323 -7.281  0.5911
O5 10.340 -29.775 -6.039  -0.7167
C16 9.920 -28.268 -8.191  -0.8286
H21 13.063 -28.414 -6.269  0.4624
H22 11.626 -27.451 -5.994  0.2633
H23 12.414 -27.314 -7.586  -0.1037
H24 10.323 -27.397 -8.699  0.1047
H25 9.185 -27.962 -7.445  0.3908
H26 9.411 -28.930 -8.893  0.3702
C17 14.462 -22.183 -10.407  -0.6722
S4 13.867 -20.515 -10.843  0.4165
O6 12.437 -20.647 -11.279  -0.6337
C18 13.829 -19.939 -9.119  -0.5722
H27 14.948 -22.663 -11.258  0.5030
H28 13.625 -22.829 -10.137  0.2326
H29 15.196 -22.217 -9.601  0.0535
H30 14.819 -19.623 -8.784  0.3406
H31 13.446 -20.735 -8.487  -0.0465
H32 13.247 -19.017 -9.105  0.3818
C19 21.291 -27.258 -5.688  -0.9425
S5 20.360 -26.123 -6.801  0.5959
O7 21.214 -25.787 -7.983  -0.6413
C20 18.991 -27.213 -7.298  -0.2933
H33 20.746 -27.416 -4.760  0.2243
H34 22.240 -26.766 -5.482  0.3477
H35 21.489 -28.188 -6.219  0.3195
H36 19.279 -28.112 -7.833  0.5889
H37 18.259 -26.562 -7.775  -0.3051
H38 18.438 -27.432 -6.378  0.0792
C21 12.935 -26.668 -10.334  -0.6746
C22 14.235 -26.580 -9.848  -0.3170
C23 15.030 -27.711 -9.911  -0.7891
C24 14.510 -28.950 -10.310  0.3865
C25 13.183 -29.031 -10.781  0.8048
C26 12.432 -27.868 -10.826  -1.0188
C27 12.631 -30.331 -11.234  0.3899
O8 11.522 -30.350 -11.735  -0.6633
C28 13.374 -31.555 -10.884  0.3784
C29 12.768 -32.775 -11.123  -0.6499
C30 13.455 -33.950 -10.844  -0.4052
C31 14.712 -33.937 -10.302  -0.6447
C32 15.326 -32.709 -10.060  -0.4166
C33 14.720 -31.504 -10.394  0.0515
C34 15.364 -30.182 -10.130  0.4797
O9 16.523 -30.115 -9.797  -0.6611
H39 12.282 -25.805 -10.333  0.4560
H40 14.582 -25.583 -9.632  0.3857
H41 15.998 -27.605 -9.434  0.6131
H42 11.377 -27.839 -11.059  0.4981
H43 11.775 -32.854 -11.540  0.4737
H44 12.998 -34.908 -11.067  0.3657
H45 15.346 -34.798 -10.141  0.3812
H46 16.288 -32.715 -9.564  0.4536

***

Entry 3:
A cluster of 2 separate species, C32H36N3O3 in total at a distorted geometry, computed with the ωB97M-V functional and the def2-TZVPD basis.

The spin multiplicity is 1. Its charge is +1. The calculation puts the largest force on an atom at 4.6 eV Å⁻¹. The gap between HOMO and LUMO comes out at 6.496 eV. The value obtained for the highest occupied orbital energy is -10.46 eV.

Last column: Mulliken charge in e.
CARTESIAN COORDINATES (ANGSTROEM)
C1 0.328 2.496 5.332  -0.8726
O1 0.719 1.314 4.606  -0.2898
C2 1.916 1.277 3.978  0.7447
C3 2.666 2.398 3.580  -0.5661
C4 3.781 2.202 2.766  -0.8586
C5 4.181 0.935 2.347  -0.7233
C6 3.414 -0.183 2.739  0.8225
O2 3.503 -1.430 2.218  -0.3666
C7 4.494 -1.680 1.195  -0.9258
C8 2.333 -0.002 3.601  -0.4163
N1 1.446 -1.107 3.802  0.7791
C9 0.116 -1.145 3.485  -0.4564
C10 -0.473 -0.227 2.522  1.5880
C11 -1.911 -0.048 2.550  -1.3903
C12 -2.783 0.237 1.544  0.2650
C13 -4.180 -0.153 1.709  0.3227
C14 -5.030 -0.241 0.581  -0.1525
C15 -6.352 -0.677 0.702  -0.8056
C16 -6.878 -1.014 1.959  -0.4002
C17 -6.055 -0.918 3.093  -0.8347
C18 -4.732 -0.495 2.970  -0.2821
O3 0.305 0.397 1.749  -1.2434
N2 -0.355 -2.320 3.969  0.2115
C19 -1.706 -2.841 3.889  -0.6734
C20 0.680 -3.014 4.586  -0.9555
C21 1.799 -2.270 4.457  -0.1881
H1 -0.535 2.186 5.922  0.2922
H2 1.136 2.846 5.990  0.4058
H3 0.040 3.297 4.639  0.2126
H4 2.347 3.397 3.883  0.4538
H5 4.352 3.071 2.445  0.4125
H6 5.039 0.799 1.687  0.4040
H7 4.357 -2.729 0.937  0.2756
H8 4.321 -1.045 0.314  0.3792
H9 5.508 -1.509 1.583  0.3544
H10 -2.262 -0.181 3.578  0.6593
H11 -2.555 0.836 0.638  0.7589
H12 -4.611 0.029 -0.387  0.4393
H13 -6.977 -0.742 -0.191  0.3852
H14 -7.921 -1.324 2.059  0.3916
H15 -6.449 -1.161 4.083  0.3870
H16 -4.125 -0.416 3.876  0.4270
H17 -1.661 -3.905 4.149  0.3175
H18 -2.377 -2.343 4.604  0.2766
H19 -2.116 -2.732 2.878  0.3510
H20 0.542 -3.989 5.023  0.4644
H21 2.814 -2.463 4.755  0.5482
C22 -2.140 5.228 1.262  -0.8315
C23 -2.290 5.400 -0.121  -0.4915
C24 -1.607 4.567 -1.008  -0.6429
C25 -0.785 3.552 -0.513  0.3674
C26 -0.156 2.572 -1.462  -1.3327
C27 -1.028 1.344 -1.699  0.3659
C28 -0.404 0.409 -2.736  -0.9614
C29 -0.779 -1.008 -2.315  -0.7500
C30 -1.277 -0.928 -0.861  -0.3449
N3 -1.335 0.520 -0.506  0.4700
C31 -0.579 3.421 0.862  0.3012
C32 -1.284 4.231 1.751  -0.2190
H22 -2.690 5.869 1.956  0.4071
H23 -2.943 6.180 -0.513  0.3828
H24 -1.711 4.681 -2.090  0.3886
H25 -0.017 3.050 -2.443  0.5587
H26 0.840 2.260 -1.108  0.2898
H27 -2.010 1.675 -2.073  0.2869
H28 -0.758 0.675 -3.735  0.4021
H29 0.683 0.538 -2.739  0.3657
H30 -1.567 -1.378 -2.974  0.2598
H31 0.062 -1.704 -2.388  0.3389
H32 -2.279 -1.367 -0.762  0.3246
H33 -0.622 -1.487 -0.166  0.0405
H34 -0.645 0.703 0.233  -0.2407
H35 0.121 2.669 1.231  0.1704
H36 -1.157 4.076 2.822  0.1656

***

Entry 4:
The molecule C16H18N2O2S, computed with the ωB97M-V functional and the def2-TZVPD basis.

The spin multiplicity is 1. Its charge is 0. The calculation puts the largest force on an atom at 0.5 eV Å⁻¹. The gap between HOMO and LUMO comes out at 8.769 eV. The SMILES is O=C(NCCCN1CCCC1=O)c1csc2ccccc12. The value obtained for the highest occupied orbital energy is -8.07 eV. As for the energy above the lowest of the compared OMol25 structures with the same formula, charge and spin: 0.000 eV.

Last column: Mulliken charge in e.
CARTESIAN COORDINATES (ANGSTROEM)
O1 -0.326 -1.852 -2.461  -0.6981
C1 -0.182 -0.696 -2.100  0.4788
N1 1.035 -0.143 -1.877  -0.1200
C2 2.225 -0.959 -1.828  -0.8406
C3 2.936 -0.802 -0.481  -0.7113
C4 1.986 -1.065 0.703  -0.7452
N2 2.007 0.012 1.669  0.1630
C5 2.468 -0.180 3.027  -0.6278
C6 2.606 1.246 3.570  -0.6414
C7 1.634 2.051 2.710  -0.5757
C8 1.525 1.245 1.428  0.3424
O2 1.075 1.637 0.368  -0.6524
C9 -1.319 0.230 -1.878  0.3360
C10 -1.242 1.585 -1.898  -0.2372
S1 -2.740 2.380 -1.586  -0.2742
C11 -3.546 0.846 -1.406  0.3012
C12 -4.884 0.639 -1.110  -0.4219
C13 -5.338 -0.660 -1.009  -0.4414
C14 -4.470 -1.735 -1.202  -0.7161
C15 -3.140 -1.530 -1.494  -0.3554
C16 -2.656 -0.226 -1.601  -0.2394
H1 1.075 0.724 -1.350  0.2939
H2 1.915 -1.995 -1.993  0.4396
H3 2.908 -0.668 -2.635  0.3387
H4 3.309 0.221 -0.405  0.3596
H5 3.793 -1.474 -0.448  0.3707
H6 0.963 -1.173 0.328  0.3007
H7 2.254 -1.984 1.225  0.4818
H8 1.730 -0.758 3.598  0.2936
H9 3.415 -0.725 3.035  0.3803
H10 3.624 1.606 3.416  0.2849
H11 2.379 1.303 4.632  0.3464
H12 0.639 2.101 3.157  0.2632
H13 1.963 3.068 2.507  0.3546
H14 -0.383 2.198 -2.091  0.5041
H15 -5.547 1.478 -0.965  0.3979
H16 -6.376 -0.846 -0.780  0.3727
H17 -4.851 -2.742 -1.120  0.3799
H18 -2.463 -2.354 -1.657  0.5140